The following is a DFT calculation (the ωB97M-V functional and the def2-TZVPD basis) of a structure of composition C3H24B3N6O3V at a distorted geometry.

Last column: Mulliken spin population.
Positions of all 40 atoms, in Å:
V  -0.01  0.15  0.25  2.843
O  1.53  1.60  0.19  0.022
O  0.46  -2.15  0.14  0.012
O  -2.02  -0.62  0.27  -0.004
N  -3.40  -0.79  2.05  0.004
N  3.63  1.91  0.67  0.001
N  0.96  -4.24  -0.56  0.001
N  2.99  2.61  -1.30  0.001
N  -4.31  -0.30  0.21  0.004
N  1.03  -2.72  -1.98  0.001
C  0.78  -2.96  -0.73  0.005
C  -3.15  -0.58  0.80  0.014
C  2.60  2.05  -0.16  0.008
B  -1.29  2.37  0.05  0.378
B  0.18  0.06  2.71  0.148
B  0.36  0.05  -2.27  0.112
H  0.63  1.03  2.52  0.031
H  -2.33  2.65  0.12  -0.009
H  0.66  -0.31  -3.24  0.006
H  -5.24  -0.16  0.58  0.000
H  1.18  -0.08  -1.58  0.008
H  -4.26  -0.38  2.38  0.001
H  3.60  1.73  1.66  0.000
H  -1.05  1.80  0.93  0.122
H  -4.11  0.06  -0.71  0.001
H  -0.46  -0.55  -1.93  -0.008
H  1.57  -4.66  -1.24  -0.001
H  2.52  2.46  -2.18  -0.001
H  -2.55  -0.94  2.59  -0.003
H  3.80  3.21  -1.18  0.000
H  0.88  -1.75  -2.24  0.005
H  4.49  2.33  0.35  0.000
H  1.37  -3.46  -2.58  0.001
H  0.18  1.12  -2.30  0.034
H  -1.17  1.66  -0.75  0.143
H  0.17  -0.20  3.75  0.031
H  0.66  -4.62  0.33  0.000
H  -0.61  3.20  -0.08  -0.011
H  0.58  -0.67  2.02  0.037
H  -0.86  0.08  2.41  0.064

Properties
**Frontier orbital gap (spin up / spin down)**: 0.282 / 0.173 hartree
**2S+1**: 5
**Net charge**: 0
**HOMO (spin up / spin down)**: -7.11 / -9.01 eV
**<S²>**: 6.01

=====

The following is a DFT calculation (the ωB97M-V functional and the def2-TZVPD basis) of a cluster of 2 separate species, CH3PS in total at a distorted geometry.

Last column: Mulliken spin population.
Positions of all 6 atoms, in Å:
S  1.50  0.38  0.33  1.046
P  0.23  -1.14  -0.54  0.869
C  -0.32  0.47  0.04  -0.004
H  -0.45  1.59  -1.11  0.019
H  -1.08  0.67  0.74  -0.001
H  0.11  -1.98  0.54  0.072

Properties
**Frontier orbital gap (spin up / spin down)**: 0.208 / 0.237 hartree
**2S+1**: 3
**Net charge**: 0
**HOMO (spin up / spin down)**: -5.37 / -9.35 eV
**<S²>**: 2.01
**Energy relative to the best compared isomer or geometry (same formula, charge and spin)**: 90.29 kcal per mole

=====

The following is a DFT calculation (the ωB97M-V functional and the def2-TZVPD basis) of a structure of composition C32H56O14Y at a distorted geometry.

Last column: Löwdin charge in e.
Positions of all 103 atoms, in Å:
Y  -3.86  2.09  -0.11  1.868
O  -1.23  -6.36  -2.44  0.127
O  -0.23  -0.96  6.99  0.106
O  -2.78  3.06  -2.00  -0.027
O  2.91  -1.45  -5.86  -0.144
O  -2.03  0.59  -0.49  -0.385
O  -2.63  4.38  -3.73  0.099
O  -2.24  -4.67  -1.46  0.050
O  -4.88  -0.11  0.06  -0.089
O  0.80  -1.90  3.06  0.017
O  -0.91  -2.88  4.13  0.102
O  -2.49  3.61  1.03  -0.430
O  -0.72  0.42  5.30  0.033
O  4.31  0.57  1.14  -0.148
O  -5.26  -2.30  -0.44  0.050
C  1.87  -1.13  -3.92  -0.205
C  -2.35  -3.22  -1.55  -0.141
C  -0.06  1.02  4.19  -0.162
C  3.29  -0.71  -3.72  -0.181
C  -1.67  5.28  -4.26  -0.140
C  5.51  1.28  1.47  -0.198
C  1.42  1.11  4.61  -0.122
C  5.01  2.49  2.27  -0.158
C  -5.84  -1.66  1.70  -0.084
C  0.16  -0.24  6.09  -0.479
C  -0.38  -3.48  1.73  -0.053
C  1.98  -2.11  -5.05  -0.222
C  1.09  -3.48  1.31  -0.136
C  -0.77  -4.08  -3.13  -0.037
C  -1.40  -5.18  -2.31  -0.541
C  1.63  -2.20  1.94  -0.143
C  -5.61  -3.12  1.75  -0.126
C  -2.08  3.62  -2.81  -0.425
C  3.60  2.82  1.71  -0.138
C  -1.20  -2.71  -2.43  -0.120
C  -0.59  3.67  -2.79  -0.047
C  -0.13  4.45  1.74  -0.110
C  -0.71  0.19  -0.14  -0.400
C  3.27  1.52  0.92  -0.205
C  -1.62  4.22  2.01  -0.374
C  -0.21  -2.75  3.12  -0.436
C  3.96  -0.80  -5.11  -0.137
C  -5.25  -1.27  0.41  -0.375
C  1.57  -0.08  5.62  -0.061
C  -0.33  4.83  -3.71  -0.134
C  -5.40  -3.56  0.27  -0.079
C  0.40  0.75  -0.94  -0.108
H  0.05  5.17  0.94  0.058
H  3.71  -1.40  -2.98  0.111
H  2.67  -2.35  2.24  0.133
H  1.70  2.08  5.00  0.116
H  -6.44  -3.74  2.07  0.131
H  -1.39  3.71  2.95  0.073
H  -0.43  -2.22  -1.84  0.077
H  1.33  -0.23  -4.25  0.109
H  -5.30  -1.15  2.49  0.144
H  -3.33  -2.92  -1.90  0.119
H  1.36  -1.31  -2.97  0.082
H  -1.89  6.33  -4.10  0.133
H  -0.34  2.06  4.04  0.102
H  4.92  -1.32  -5.16  0.119
H  0.31  -4.13  -3.04  0.116
H  3.30  1.73  -0.15  0.106
H  0.24  0.59  -2.00  0.062
H  5.67  3.36  2.25  0.110
H  -1.09  -4.25  -4.16  0.131
H  6.15  0.68  2.12  0.120
H  2.91  2.88  2.56  0.083
H  4.98  2.15  3.30  0.106
H  1.74  -1.40  1.21  0.106
H  -1.67  5.30  -5.35  0.130
H  -4.72  -4.38  0.03  0.136
H  0.29  3.53  1.33  0.054
H  6.12  1.59  0.62  0.116
H  1.86  -1.01  5.12  0.115
H  0.05  5.69  -3.17  0.127
H  2.07  0.79  3.80  0.094
H  2.37  -3.07  -4.71  0.122
H  3.54  3.70  1.08  0.108
H  -4.70  -3.36  2.31  0.130
H  1.28  0.14  -0.74  0.066
H  4.02  0.22  -5.50  0.116
H  -0.22  0.48  3.26  0.102
H  2.28  -0.04  6.44  0.130
H  -0.14  2.74  -3.17  0.133
H  -6.87  -1.35  1.89  0.154
H  -2.01  5.19  2.32  0.101
H  0.63  1.79  -0.71  0.066
H  1.25  -3.53  0.24  0.114
H  -0.65  -0.90  -0.16  0.066
H  -0.99  -2.86  1.07  0.085
H  -1.62  -2.00  -3.15  0.116
H  -0.34  0.41  0.86  0.088
H  -2.11  -2.69  -0.63  0.089
H  -0.88  -4.42  1.96  0.128
H  -6.40  -3.84  -0.06  0.129
H  1.51  -4.36  1.80  0.126
H  -0.13  3.86  -1.82  0.132
H  0.37  4.88  2.61  0.083
H  2.29  1.09  1.12  0.084
H  3.40  0.27  -3.26  0.105
H  0.27  4.54  -4.58  0.127
H  1.04  -2.26  -5.58  0.125

Properties
**Frontier orbital gap**: 0.256 hartree
**2S+1**: 1
**Net charge**: +1
**HOMO**: -11.21 eV

=====

The following is a DFT calculation (the ωB97M-V functional and the def2-TZVPD basis) of a structure of composition C5H6O at a distorted geometry.

Last column: natural (NBO) charge in e.
Positions of all 12 atoms, in Å:
O  -1.17  1.87  0.79  -0.612
C  1.36  -0.45  -0.26  -0.396
C  -0.61  1.04  0.09  0.532
C  0.01  -0.80  0.24  -0.160
C  -1.11  -0.19  -0.63  -0.494
C  0.69  0.65  0.55  -0.352
H  0.45  1.45  1.40  0.320
H  1.49  -0.35  -1.34  0.217
H  2.19  -1.00  0.20  0.239
H  -2.14  -0.43  -0.35  0.240
H  -0.96  -0.26  -1.71  0.227
H  -0.20  -1.53  1.01  0.237

Properties
**Frontier orbital gap**: 0.389 hartree
**2S+1**: 1
**Net charge**: 0
**HOMO**: -9.59 eV
**Energy relative to the best compared isomer or geometry (same formula, charge and spin)**: 75.11 kcal per mole

=====

The following is a DFT calculation (the ωB97M-V functional and the def2-TZVPD basis) of a cluster of 3 separate species, C3H9N2O2S in total at a distorted geometry.

Last column: natural (NBO) charge in e.
Positions of all 17 atoms, in Å:
S  -1.26  -0.98  2.17  0.043
O  3.27  -1.68  1.05  -0.769
O  0.69  1.90  -1.08  -1.026
N  -2.04  0.19  -1.45  -0.491
N  2.72  0.33  0.02  -0.963
C  2.52  -0.73  0.78  0.470
C  -2.35  -0.21  -0.21  -0.223
C  -1.00  -0.09  0.76  -0.598
H  -0.79  0.96  0.96  0.261
H  -2.25  -0.58  -2.09  0.323
H  -0.17  -0.48  0.17  0.247
H  -3.04  0.49  0.26  0.239
H  3.59  0.19  -0.49  0.316
H  1.48  -0.69  1.19  0.033
H  -0.04  1.29  -1.24  0.452
H  1.42  1.33  -0.68  0.508
H  -2.77  -1.22  -0.14  0.176

Properties
**Frontier orbital gap**: 0.139 hartree
**2S+1**: 1
**Net charge**: -1
**HOMO**: -3.88 eV
**Energy relative to the best compared isomer or geometry (same formula, charge and spin)**: 137.97 kcal per mole

=====

The following is a DFT calculation (the ωB97M-V functional and the def2-TZVPD basis) of the molecule CH4N6O at a distorted geometry.

Last column: natural (NBO) charge in e.
Positions of all 12 atoms, in Å:
O  -0.82  0.57  -1.52  -0.292
N  0.72  -1.04  -1.11  -0.644
N  0.39  0.21  -0.72  -0.062
N  0.66  0.09  1.54  -0.201
N  -1.97  0.29  -0.61  0.145
N  2.01  -0.02  1.51  -0.632
N  -1.55  0.22  0.60  -0.155
C  -0.06  0.15  0.57  0.339
H  2.42  -0.63  0.65  0.394
H  -0.20  -1.56  -0.72  0.321
H  2.26  -0.24  2.47  0.387
H  0.54  -1.25  -2.26  0.400

Properties
**Frontier orbital gap**: 0.332 hartree
**2S+1**: 1
**Net charge**: 0
**HOMO**: -9.35 eV
**Energy relative to the best compared isomer or geometry (same formula, charge and spin)**: 96.56 kcal per mole